{"formula": "C21H38Cl17FNO5", "method": "wB97M-V/def2-TZVPD", "symbols": ["C", "C", "O", "C", "N", "C", "C", "C", "O", "O", "C", "C", "C", "F", "C", "O", "O", "C", "Cl", "C", "C", "H", "H", "H", "H", "H", "H", "H", "H", "H", "H", "H", "H", "H", "H", "H", "H", "H", "H", "H", "H", "H", "H", "C", "Cl", "Cl", "H", "H", "C", "Cl", "Cl", "H", "H", "C", "Cl", "Cl", "H", "H", "C", "Cl", "Cl", "H", "H", "C", "Cl", "Cl", "H", "H", "C", "Cl", "Cl", "H", "H", "C", "Cl", "Cl", "H", "H", "C", "Cl", "Cl", "H", "H"], "xyz": [[-2.87555, 1.77876, 2.77597], [-1.39797, 1.00773, 2.78069], [-1.53385, -0.45086, 2.58221], [-1.66012, -0.76888, 1.12003], [-0.86067, -1.95036, 0.67119], [0.41302, -2.18835, 1.41213], [1.44955, -0.92553, 1.52936], [2.31499, -1.17609, 2.93785], [3.57321, -1.63622, 2.97056], [1.56561, -0.90096, 4.19126], [-0.81508, -2.18213, -0.80221], [0.38994, -1.45715, -1.63255], [0.41235, 0.17764, -1.57762], [1.73902, 0.59857, -2.16577], [-2.23508, -1.81564, -1.60623], [-3.41915, -2.33719, -1.17823], [-2.31194, -0.98685, -2.82142], [-0.62578, -3.82400, -1.06822], [-1.60644, -4.81277, 0.19152], [-0.90008, -4.26829, -2.62131], [-2.30582, -5.14241, -2.82946], [-3.01570, 2.27410, 3.84669], [-2.97966, 2.55592, 1.90284], [-3.68668, 0.90616, 2.70088], [-0.67464, 1.53227, 2.00792], [-0.90990, 1.20123, 3.84840], [-2.81864, -1.03185, 0.99604], [-1.50942, 0.22002, 0.48148], [0.11555, -2.47214, 2.53330], [1.05430, -3.11106, 1.03342], [0.94496, 0.13415, 1.53673], [2.23765, -0.93898, 0.65144], [1.78854, 0.00314, 4.56160], [0.45121, -1.75827, -2.78045], [1.41973, -1.84151, -1.16627], [-0.40212, 0.70362, -2.24210], [0.38271, 0.64951, -0.50835], [0.52614, -4.05578, -0.85770], [-0.82704, -3.40746, -3.41036], [-0.03116, -5.03761, -2.90228], [-2.61859, -5.13773, -3.97649], [-1.99560, -6.27159, -2.60612], [-3.19056, -4.76158, -2.16537], [2.05899, -4.25276, 4.62315], [3.58504, -5.13287, 4.76943], [1.16295, -4.76706, 3.18876], [1.45088, -4.44516, 5.51045], [2.27089, -3.18359, 4.54594], [-2.37396, -1.92494, -6.25280], [-1.37076, -3.27798, -5.71644], [-2.86148, -2.12416, -7.94025], [-3.26872, -1.87565, -5.62743], [-1.80356, -0.99815, -6.15426], [-5.66475, 0.24069, -3.00214], [-5.51660, 1.30203, -1.59628], [-6.36564, 1.10135, -4.37796], [-4.67248, -0.12403, -3.27869], [-6.30933, -0.60319, -2.74448], [-3.17530, 5.34355, -0.05833], [-3.04327, 6.10652, 1.53078], [-2.27501, 3.82315, -0.11084], [-4.22817, 5.14102, -0.26937], [-2.77166, 6.02234, -0.81353], [4.09307, 3.33689, -1.26020], [3.71794, 4.96915, -1.82573], [3.19629, 2.95254, 0.21389], [3.82205, 2.61957, -2.03873], [5.16384, 3.26944, -1.05307], [2.72644, 6.07596, 1.84168], [1.03511, 5.67456, 2.16279], [3.36323, 7.17674, 3.06955], [3.31743, 5.15683, 1.84701], [2.79861, 6.55522, 0.86234], [5.09378, 10.22633, 2.67007], [5.24192, 11.28768, 4.07592], [4.39288, 11.08699, 1.29424], [6.08605, 9.86161, 2.39351], [4.44920, 9.38246, 2.92772], [2.66077, -6.75817, -0.31641], [3.42611, -5.30651, 0.34067], [1.35365, -6.33947, -1.43042], [3.41113, -7.34430, -0.85261], [2.25116, -7.34818, 0.50706]], "atomic_forces_ev_per_a": [[0.112, -1.030, 0.652], [-0.206, 0.977, 0.799], [1.028, 1.712, -2.053], [-2.703, 0.677, -0.100], [1.047, 0.926, -0.159], [0.369, -0.272, 1.690], [1.390, -0.235, 0.532], [4.744, -0.937, -0.291], [-8.153, 2.855, 0.077], [1.750, 0.472, -2.043], [-0.811, -0.633, -2.056], [1.360, 0.389, 0.005], [0.131, 0.169, -0.450], [-1.973, -0.642, 1.017], [-6.259, 1.124, -2.790], [6.343, 2.143, -1.266], [1.754, -3.708, 5.743], [1.485, 0.998, -0.630], [1.096, 0.824, -1.271], [-0.182, -1.480, -0.176], [0.812, -0.467, -0.629], [0.213, -0.809, -2.440], [0.107, -1.697, 1.987], [1.700, 2.063, -0.005], [-1.404, -1.248, 1.245], [-1.019, -0.803, -2.226], [2.630, 0.351, -0.125], [0.101, -1.843, 1.243], [0.530, 0.773, -2.606], [-1.724, 2.021, 0.430], [0.852, -2.227, 0.357], [-1.522, 0.046, 1.910], [-0.048, -1.519, -0.871], [-0.558, 0.607, 2.575], [-2.099, 0.920, -0.893], [1.578, -1.455, 1.276], [0.228, -1.080, -1.987], [-2.723, 0.491, -0.218], [-0.286, -1.390, 2.190], [-1.854, 1.820, 0.475], [0.672, 0.209, 2.475], [-1.040, 2.411, -0.173], [1.869, -0.723, -1.283], [-0.201, 0.312, 0.199], [0.093, 0.006, 0.109], [-0.015, -0.262, 0.300], [0.170, -0.091, -0.281], [0.060, -0.376, -0.038], [-0.069, 0.348, 0.487], [-0.048, 0.168, -0.387], [-0.089, 0.059, -0.198], [0.304, -0.113, -0.118], [-0.109, -0.337, -0.036], [0.314, -0.585, 0.122], [0.020, -0.027, 0.066], [-0.137, 0.057, -0.228], [-0.032, 0.114, 0.224], [0.122, 0.337, -0.026], [-0.159, 0.031, -0.352], [-0.049, 0.114, 0.027], [0.027, 0.153, -0.316], [0.291, -0.036, 0.158], [0.001, -0.197, 0.277], [0.241, -0.384, -0.183], [0.060, 0.074, -0.070], [0.036, -0.139, -0.023], [-0.136, 0.199, 0.254], [-0.319, 0.124, 0.041], [0.025, -0.282, -0.423], [0.073, -0.040, -0.102], [0.077, -0.044, 0.129], [-0.205, 0.300, 0.104], [-0.072, -0.066, 0.310], [0.091, -0.373, 0.010], [0.062, -0.047, 0.085], [0.008, -0.104, -0.061], [-0.241, 0.226, 0.056], [0.154, 0.448, -0.118], [0.070, -0.371, 0.052], [0.074, -0.032, 0.017], [0.318, -0.483, 0.078], [-0.176, 0.260, 0.087], [0.024, 0.280, -0.166]], "energy_ev": -249713.790, "gap_ev": 7.051, "charge": -1}